# 1
16
Properties=species:S:1:pos:R:3:nbo_charge:R:1 method="wB97M-V/def2-TZVPD" energy_ha=-159.54274 gap_ev=12.399 smiles=CC.CC
H -2.371 1.264 -2.301 0.21
H 1.956 -0.947 0.067 0.21
H -3.135 0.897 -0.686 0.21
H 2.173 1.224 2.065 0.20
H -1.533 -1.281 -1.385 0.22
C 2.408 0.075 1.903 -0.62
H 2.301 -0.425 2.862 0.21
C 1.464 -0.354 0.834 -0.64
H -3.348 -0.030 -2.028 0.21
H 3.484 -0.008 1.590 0.21
H -1.008 -0.106 -0.124 0.21
H 0.499 -0.888 0.945 0.22
C -2.556 0.483 -1.522 -0.63
H 1.053 0.509 0.305 0.20
H -0.297 0.156 -1.583 0.22
C -1.270 -0.232 -1.179 -0.64

***

# 2
16
Properties=species:S:1:pos:R:3:nbo_charge:R:1 method="wB97M-V/def2-TZVPD" energy_ha=-159.54905 gap_ev=12.425 smiles=CC.CC
H -1.218 -2.694 -1.537 0.21
H -0.586 -0.766 -0.360 0.21
H 2.214 1.674 2.795 0.21
H 2.224 0.181 2.188 0.20
H 0.098 0.034 1.311 0.21
C -1.467 -1.753 -2.045 -0.62
H -2.536 -1.727 -2.209 0.21
H 0.359 1.881 0.717 0.22
H 2.470 1.388 1.008 0.20
H -1.572 0.401 -1.369 0.21
C -0.923 -0.493 -1.343 -0.62
C 1.879 1.152 1.883 -0.62
H -0.080 0.043 -1.813 0.21
H -0.222 1.386 2.318 0.20
C 0.351 1.098 1.481 -0.62
H -0.992 -1.806 -3.025 0.21

***

# 3
16
Properties=species:S:1:pos:R:3:nbo_charge:R:1 method="wB97M-V/def2-TZVPD" energy_ha=-159.57123 gap_ev=12.700 smiles=CC.CC
H -0.145 -1.742 0.777 0.20
C 1.789 0.750 -0.885 -0.62
H 0.928 1.143 -2.841 0.21
H 0.047 -0.085 -2.029 0.21
H -0.231 1.472 -1.563 0.21
C -1.490 -0.609 2.041 -0.62
H 2.406 -0.123 -1.048 0.21
H -0.397 -0.085 0.190 0.21
C -0.860 -0.919 0.696 -0.62
H -2.399 -1.191 2.224 0.21
C 0.616 0.832 -1.839 -0.63
H -1.684 0.446 2.213 0.21
H -1.600 -1.279 -0.030 0.20
H 2.343 1.674 -0.967 0.21
H -0.855 -0.873 2.897 0.20
H 1.532 0.589 0.162 0.21

***

# 4
16
Properties=species:S:1:pos:R:3:nbo_charge:R:1 method="wB97M-V/def2-TZVPD" energy_ha=-159.56885 gap_ev=12.755 smiles=CC.CC
H -1.488 0.179 -2.220 0.20
C 1.204 0.171 0.674 -0.62
C 2.680 0.530 0.984 -0.61
C -1.920 -0.961 -0.455 -0.62
H -2.878 -1.495 -0.446 0.20
H 3.005 1.322 0.334 0.20
H -1.408 1.151 -0.804 0.21
H -1.240 -1.775 -0.710 0.21
H -2.999 0.605 -1.536 0.21
H 1.098 -0.908 0.842 0.20
H -1.783 -0.737 0.597 0.20
H 0.950 0.345 -0.359 0.21
H 0.582 0.649 1.424 0.21
H 2.768 0.858 2.014 0.20
H 3.412 -0.277 0.906 0.20
C -1.984 0.342 -1.246 -0.62

***

# 5
16
Properties=species:S:1:pos:R:3:nbo_charge:R:1 method="wB97M-V/def2-TZVPD" energy_ha=-159.56354 gap_ev=12.527 smiles=CC.CC
H -0.968 0.534 -2.189 0.21
H 0.499 -0.584 0.125 0.20
H -2.677 -0.733 -0.982 0.20
H -1.520 -0.594 0.241 0.21
C 2.450 -0.793 0.820 -0.61
H -0.663 1.533 -0.696 0.21
C -1.405 0.952 -1.269 -0.62
C 1.086 -0.114 0.929 -0.61
C -2.163 0.021 -0.388 -0.62
H 1.158 0.965 0.804 0.21
H 2.305 -1.890 0.820 0.20
H 3.028 -0.676 -0.099 0.20
H 0.713 -0.408 1.912 0.21
H -2.034 1.736 -1.728 0.21
H -3.012 0.401 0.196 0.21
H 3.205 -0.350 1.505 0.20

***

# 6
16
Properties=species:S:1:pos:R:3:nbo_charge:R:1 method="wB97M-V/def2-TZVPD" energy_ha=-159.57767 gap_ev=12.868 smiles=CC.CC
H -2.678 0.085 -0.703 0.20
H 2.397 -1.725 -0.903 0.20
H 2.561 0.618 0.511 0.20
H 3.907 0.057 -0.485 0.20
H -1.974 1.508 0.163 0.20
H -3.021 -0.886 1.734 0.20
H -1.401 -0.955 1.039 0.20
C -2.643 0.653 0.208 -0.61
H -3.666 0.989 0.361 0.20
H 1.908 -0.680 -2.167 0.20
H 0.944 -0.658 -0.731 0.20
C -2.199 -0.280 1.360 -0.61
C 1.967 -0.739 -1.088 -0.61
H 2.848 1.255 -1.116 0.20
C 2.861 0.355 -0.499 -0.61
H -1.745 0.339 2.132 0.20

***

# 7
16
Properties=species:S:1:pos:R:3:nbo_charge:R:1 method="wB97M-V/def2-TZVPD" energy_ha=-159.57092 gap_ev=12.640 smiles=CC.CC
H -0.840 -1.817 3.026 0.20
H -0.985 0.036 2.863 0.21
H 0.024 0.018 -1.747 0.21
H -0.101 1.809 -1.997 0.20
C 0.456 0.989 -1.537 -0.61
C -0.767 -0.926 2.417 -0.61
H 0.260 -1.061 2.054 0.20
C 1.920 0.979 -1.953 -0.60
H 2.422 0.095 -1.564 0.20
H -1.356 -0.327 0.415 0.20
C -1.683 -1.048 1.168 -0.61
H -2.730 -0.926 1.409 0.20
H 1.979 0.981 -3.047 0.20
H -1.415 -1.982 0.663 0.20
H 0.369 1.289 -0.487 0.20
H 2.448 1.892 -1.682 0.20

***

# 8
16
Properties=species:S:1:pos:R:3:nbo_charge:R:1 method="wB97M-V/def2-TZVPD" energy_ha=-159.56527 gap_ev=12.567 smiles=CC.CC
H 1.630 1.895 -1.736 0.21
H 0.632 -1.133 0.570 0.20
H 1.091 2.957 0.437 0.20
C 1.115 1.295 -0.986 -0.61
H 0.313 0.720 -1.447 0.20
H -0.477 1.982 0.460 0.21
H -0.795 -0.529 -0.259 0.20
H 1.747 0.556 -0.505 0.20
H -0.925 -0.619 1.389 0.20
H -1.991 -2.554 0.221 0.21
H -0.278 -3.264 0.025 0.21
H -1.006 -2.902 1.623 0.20
C -0.959 -2.629 0.575 -0.61
C -0.449 -1.157 0.562 -0.60
C 0.379 2.326 -0.114 -0.61
H -0.029 3.057 -0.817 0.20

***

# 9
16
Properties=species:S:1:pos:R:3:nbo_charge:R:1 method="wB97M-V/def2-TZVPD" energy_ha=-159.53508 gap_ev=12.140 smiles=CC.CC
H 1.171 -2.268 -0.603 0.21
H -0.996 2.955 2.029 0.21
H 0.668 1.275 0.796 0.21
H -0.975 1.439 0.232 0.20
H -0.808 0.065 1.158 0.21
H 0.422 1.972 2.906 0.21
C -0.403 1.087 1.002 -0.62
H -1.266 1.559 3.073 0.20
H -0.909 -2.042 -1.292 0.21
H 1.215 -0.317 -1.029 0.22
H -0.058 -2.411 -2.875 0.21
C 1.111 -1.409 -1.351 -0.63
C -0.518 1.963 2.270 -0.62
H 2.137 -1.473 -1.895 0.21
C -0.201 -1.697 -2.038 -0.62
H -0.592 -0.699 -2.383 0.20

***

# 10
16
Properties=species:S:1:pos:R:3:nbo_charge:R:1 method="wB97M-V/def2-TZVPD" energy_ha=-159.55358 gap_ev=12.477 smiles=CC.CC
C 0.828 2.183 0.638 -0.62
C -1.234 -1.649 -0.774 -0.62
H 2.068 2.003 -1.220 0.20
H 0.093 -1.872 0.988 0.20
H -2.311 -2.038 -1.124 0.19
C -0.999 -1.907 0.755 -0.60
H -0.166 1.902 0.869 0.21
H 0.592 1.136 -1.299 0.20
C 1.376 1.376 -0.592 -0.61
H 1.912 0.553 -0.258 0.20
H -1.401 -1.214 1.382 0.20
H 1.033 3.259 0.463 0.21
H -1.288 -0.621 -1.128 0.21
H -1.260 -2.881 1.013 0.21
H 1.471 2.078 1.529 0.20
H -0.572 -2.327 -1.373 0.21

***

# 11
16
Properties=species:S:1:pos:R:3:nbo_charge:R:1 method="wB97M-V/def2-TZVPD" energy_ha=-159.57200 gap_ev=12.666 smiles=CC.CC
H 0.672 1.495 0.673 0.21
H 1.825 1.091 1.953 0.21
H -1.355 -1.730 -2.561 0.20
H -1.140 -0.157 -0.740 0.20
C -0.362 -0.080 -1.485 -0.61
C -0.356 -1.336 -2.370 -0.61
C -0.069 0.086 2.136 -0.62
H 0.633 -0.009 -1.043 0.20
H 0.479 -0.788 2.469 0.21
H 0.057 -1.151 -3.370 0.20
H -0.572 0.845 -2.025 0.20
C 0.791 1.297 1.735 -0.62
H 0.269 -2.100 -1.916 0.20
H -0.875 -0.273 1.492 0.21
H 0.473 2.172 2.301 0.21
H -0.698 0.378 2.986 0.20

***

# 12
16
Properties=species:S:1:pos:R:3:nbo_charge:R:1 method="wB97M-V/def2-TZVPD" energy_ha=-159.56878 gap_ev=12.386 smiles=CC.CC
C -0.353 -1.859 -0.247 -0.62
H -0.676 3.829 0.454 0.20
C 0.193 3.173 0.554 -0.60
H 1.016 3.725 0.098 0.20
H -1.416 -1.756 -0.040 0.21
H 0.910 1.298 -0.011 0.21
H -0.931 1.367 0.412 0.21
H 0.174 -3.631 -1.281 0.20
H 1.315 -3.175 -0.101 0.21
H 0.393 3.062 1.621 0.20
C -0.054 1.780 -0.083 -0.61
H -0.141 -1.173 -1.069 0.21
C 0.236 -3.247 -0.252 -0.61
H -0.379 1.834 -1.127 0.20
H -0.047 -1.281 0.651 0.20
H -0.241 -3.946 0.421 0.21

***

# 13
16
Properties=species:S:1:pos:R:3:nbo_charge:R:1 method="wB97M-V/def2-TZVPD" energy_ha=-159.56130 gap_ev=12.308 smiles=CC.CC
H -0.953 -3.284 0.081 0.20
C 0.637 2.545 -0.703 -0.61
H -0.951 -1.606 0.543 0.20
H 0.038 2.386 -2.639 0.21
C 0.608 -2.555 1.459 -0.60
C -0.863 -2.628 0.944 -0.61
H 0.751 -1.653 2.068 0.20
H 1.311 -2.488 0.624 0.20
H 0.976 1.559 -0.401 0.20
H 0.762 -3.457 2.050 0.20
H -1.591 -2.853 1.714 0.21
C -0.525 2.548 -1.717 -0.62
H 0.433 3.130 0.191 0.20
H 1.527 3.169 -0.977 0.20
H -1.020 3.522 -1.593 0.21
H -1.138 1.666 -1.644 0.21

***

# 14
16
Properties=species:S:1:pos:R:3:nbo_charge:R:1 method="wB97M-V/def2-TZVPD" energy_ha=-159.57981 gap_ev=12.927 smiles=CC.CC
H 2.653 0.119 0.317 0.20
H -3.044 -1.146 -0.841 0.20
H 2.592 1.800 0.971 0.20
C -2.251 -1.123 -1.589 -0.61
H -0.893 -0.209 -0.093 0.20
H -1.909 -2.153 -1.662 0.20
H -0.220 -0.451 -1.656 0.20
C 2.027 0.906 0.734 -0.61
C -1.141 -0.168 -1.151 -0.61
C 1.327 0.381 2.014 -0.60
H 2.043 -0.218 2.573 0.20
H 0.438 -0.181 1.755 0.20
H -2.647 -0.805 -2.548 0.21
H -1.331 0.872 -1.408 0.20
H 1.317 1.153 -0.058 0.20
H 1.037 1.223 2.643 0.20

***

# 15
16
Properties=species:S:1:pos:R:3:nbo_charge:R:1 method="wB97M-V/def2-TZVPD" energy_ha=-159.52655 gap_ev=12.050 smiles=CC.CC
H 0.214 3.586 -0.630 0.20
H 0.453 -2.096 -1.062 0.20
H 0.127 -2.485 1.328 0.21
H 1.306 1.333 1.041 0.20
H 0.489 2.802 1.328 0.20
H 0.481 2.358 -1.707 0.23
C -0.825 -2.314 0.829 -0.62
H -0.255 1.201 0.830 0.21
C 0.832 2.623 -0.727 -0.64
H -1.392 -1.319 1.144 0.21
H -1.256 -1.723 -1.266 0.20
C -0.518 -2.391 -0.732 -0.61
H 1.921 2.968 -0.862 0.21
H -1.583 -3.108 0.999 0.21
H -0.734 -3.344 -1.157 0.20
C 0.549 2.053 0.632 -0.62

***

# 16
16
Properties=species:S:1:pos:R:3:nbo_charge:R:1 method="wB97M-V/def2-TZVPD" energy_ha=-159.55901 gap_ev=12.549 smiles=CC.CC
H -0.846 2.636 2.852 0.20
H -0.379 1.429 0.811 0.21
H -2.350 1.752 2.855 0.21
C -1.275 1.611 2.811 -0.62
H 1.145 -0.957 -3.778 0.20
H 2.216 -1.984 -3.026 0.20
H 1.815 -0.387 -1.067 0.21
C -0.863 0.778 1.629 -0.62
H 0.491 -2.423 -2.948 0.21
H -0.912 1.228 3.789 0.20
H -1.751 0.094 1.267 0.21
H 0.158 -0.079 -1.877 0.21
C 0.939 -0.796 -1.595 -0.62
H -0.032 0.141 1.972 0.21
H 0.472 -1.441 -0.825 0.20
C 1.174 -1.602 -2.871 -0.62

***

Highest occupied orbital energy (computed, eV): -11.288; -11.292; -11.525; -11.596; -11.370; -11.793; -11.545; -11.408; -11.022; -11.327; -11.476; -11.252; -11.313; -11.774; -10.977; -11.408